Entry 1:
A single C27H30N2O2 molecule, computed with ωB97M-V/def2-TZVPD.

The energy above the lowest of the compared OMol25 structures with the same formula, charge and spin is 388.8 kcal/mol. Its multiplicity is 1. The structure (SMILES) is C=C(C)c1cccc(C(C)(C)NC(=O)N[C@@H](c2ccccc2)c2ccc(OC)cc2)c1. As for the HOMO-LUMO gap: 8.9 eV. The HOMO energy is -8.23 eV. The LUMO energy is 0.643 eV. The value obtained for the total energy is -1306.1963 a.u.

Atoms and positions in Å:
C: 5.29115 0.55811 2.41470
C: 5.30875 -0.11740 1.18014
C: 4.13623 0.10640 0.28016
C: 3.41001 1.21993 0.11959
C: 2.27090 1.22883 -0.82041
C: 1.70138 0.20208 -1.28784
C: 2.27542 -1.06972 -1.02955
C: 3.45188 -1.06195 -0.50531
H: 3.88447 -2.02652 -0.36799
H: 2.00897 -1.84167 -1.73787
H: 0.83093 0.57119 -1.96170
C: 1.45977 2.84885 -0.98776
N: 0.13657 2.37128 -1.00098
C: -0.48009 1.96355 0.16379
O: -0.00217 1.66766 1.08258
N: -1.86378 1.46148 -0.03888
H: -2.01445 1.28245 -1.08790
C: -2.42131 0.38794 0.73819
C: -3.78173 0.53326 0.46489
C: -4.61390 1.60276 0.23937
C: -6.01080 1.52537 -0.07155
C: -6.78226 0.47146 0.48190
C: -5.98179 -0.63517 0.80309
C: -4.66015 -0.67462 1.02293
H: -4.06504 -1.43387 0.93574
H: -6.43219 -1.62867 0.98625
H: -7.73010 0.17074 0.24143
H: -6.45743 2.57732 -0.33201
H: -4.12175 2.42560 0.00743
C: -1.69450 -0.90990 0.35372
C: -2.03623 -1.39335 -0.96560
C: -1.39815 -2.65828 -1.44307
C: -0.30595 -3.11263 -0.51045
C: -0.03512 -2.65067 0.64235
C: -0.73879 -1.45763 1.06222
H: -0.38739 -0.69207 2.01276
H: 0.80865 -2.88556 1.12102
O: 0.28425 -4.24163 -0.75919
C: 1.31580 -4.78381 -0.26159
H: 1.56800 -5.55179 -0.76407
H: 1.06796 -5.25259 0.86096
H: 2.01797 -4.04689 0.09916
H: -1.70636 -3.17433 -2.21246
H: -2.89195 -1.25320 -1.50763
H: -2.21547 0.75166 1.61850
H: -0.18823 2.53295 -1.79579
C: 2.05074 3.17856 -2.22031
H: 1.60070 4.08719 -2.42272
H: 1.73639 2.66902 -3.14932
H: 2.91192 3.51360 -2.24322
C: 1.92723 3.83694 0.14171
H: 2.97001 4.12428 0.08556
H: 1.86592 3.44042 1.07120
H: 1.35233 4.58819 0.13291
H: 3.88428 2.03257 0.78254
C: 6.29187 -0.93284 0.93427
H: 7.13956 -0.90609 1.21542
H: 5.88281 -2.06298 0.93338
H: 6.47607 -0.79212 -0.31550
H: 4.58965 1.17564 2.97583
H: 6.16689 0.40183 2.88233

---

Entry 2:
A molecular structure, C20H34I2MgO2SSeSi2Te, computed with ωB97M-V/def2-TZVPD.

The energy above the lowest of the compared OMol25 structures with the same formula, charge and spin is 4.0 kcal/mol. Its multiplicity is 1. As for the HOMO-LUMO gap: 7.1 eV. The HOMO energy is -7.40 eV. The LUMO energy is -0.296 eV. The value obtained for the total energy is -5375.2704 a.u.

Atoms and positions in Å:
Mg: 11.76472 11.11301 7.83153
C: 6.41937 12.23627 7.71209
Si: 8.12270 12.85376 7.27394
C: 8.00040 14.68863 7.37661
C: 8.49685 12.38714 5.50669
Se: 9.64591 12.08711 8.84904
H: 5.71426 12.77507 7.07821
H: 6.15738 12.48002 8.76332
H: 6.25059 11.16205 7.51798
H: 7.05170 14.95055 6.87473
H: 8.81827 15.24757 6.94563
H: 7.91888 15.01453 8.44453
H: 7.53927 12.50588 4.97610
H: 8.75545 11.32086 5.38065
H: 9.19660 13.04158 5.04712
O: 13.05846 12.66787 7.71202
S: 12.85812 13.96774 8.40594
C: 14.50462 14.64733 8.39910
C: 14.91440 15.35044 9.53098
C: 16.22660 15.82012 9.65956
C: 17.06309 15.62504 8.58626
C: 16.69329 14.83753 7.47216
C: 15.39554 14.35569 7.37533
C: 12.11743 15.06147 7.20832
C: 11.83940 16.36079 7.53886
C: 11.31997 17.18206 6.52069
C: 11.04610 16.68590 5.26625
C: 11.32025 15.34053 4.97310
C: 11.85414 14.54750 5.93750
H: 14.24911 15.44474 10.38845
H: 16.53800 16.32376 10.57436
H: 18.07502 15.99765 8.66568
H: 17.39260 14.64086 6.66009
H: 15.07988 13.74549 6.56740
H: 11.96549 16.80711 8.52841
H: 11.13616 18.23730 6.75001
H: 10.59389 17.32941 4.50094
H: 11.07989 14.95837 3.98864
H: 12.06170 13.51745 5.72950
C: 7.72476 8.85392 6.59485
Te: 9.56485 8.15582 7.48891
C: 10.19671 7.06225 5.74064
H: 6.95744 8.05252 6.59230
H: 7.91527 9.17090 5.56431
H: 7.37526 9.73228 7.13231
H: 10.34430 7.70148 4.90592
H: 9.42997 6.34697 5.46439
H: 11.05432 6.45494 6.06322
I: 13.76780 8.59175 8.99978
I: 13.98748 7.51697 11.34400
C: 14.06272 8.72459 4.62502
Si: 13.98048 10.24822 5.64409
C: 13.38444 11.63742 4.53927
C: 15.73491 10.64442 6.24703
O: 12.93984 10.01908 6.85914
H: 14.80843 8.74267 3.81287
H: 13.13136 8.42010 4.13657
H: 14.34994 7.88629 5.22570
H: 13.74451 11.42054 3.50224
H: 13.80674 12.63965 4.79737
H: 12.27438 11.73308 4.52607
H: 16.29259 11.29604 5.60843
H: 16.34848 9.75623 6.40416
H: 15.56195 11.08757 7.24527

---

Entry 3:
A molecular structure, C44H55N6O2SbScSi, computed with ωB97M-V/def2-TZVPD.

The net charge is +1. The energy above the lowest of the compared OMol25 structures with the same formula, charge and spin is 38.6 kcal/mol. Its multiplicity is 1. As for the HOMO-LUMO gap: 3.9 eV. The HOMO energy is -9.59 eV. The LUMO energy is -5.663 eV. The value obtained for the total energy is -3478.8646 a.u.

Atoms and positions in Å:
Sc: -19.27818 -13.23293 1.52034
C: -18.87777 -17.13153 -2.91844
C: -18.87233 -17.63231 -1.62264
C: -18.58364 -16.84133 -0.53704
C: -18.41455 -15.45249 -0.71056
C: -18.46466 -14.90329 -2.01441
C: -18.62994 -15.75738 -3.08820
N: -18.04117 -14.70099 0.47625
N: -17.12446 -15.40041 1.19746
C: -16.62520 -14.67918 2.21212
C: -15.44363 -15.15484 2.90270
C: -14.92278 -14.36033 3.90259
C: -15.54277 -13.10382 4.15708
C: -16.63954 -12.69360 3.40990
N: -17.28004 -13.51074 2.53453
H: -19.12828 -17.78707 -3.74580
H: -19.06238 -18.67216 -1.51125
H: -18.44884 -17.23884 0.46287
H: -18.44274 -13.80178 -2.07831
H: -18.59019 -15.36706 -4.13410
H: -15.06443 -16.13564 2.60628
H: -14.01769 -14.63623 4.45202
H: -15.13479 -12.38163 4.88749
H: -17.05693 -11.66877 3.49963
C: -19.72128 -11.14610 2.48378
Si: -21.27249 -10.94708 3.53892
C: -21.64985 -12.39906 4.79268
N: -20.66661 -13.43535 4.80588
C: -21.00926 -14.79439 4.28475
C: -20.37714 -15.90337 5.14400
C: -20.61198 -15.67335 6.63388
C: -20.19244 -14.24417 7.12601
C: -19.72122 -13.43047 5.92639
C: -22.72925 -10.68312 2.38685
C: -23.91484 -11.42948 2.39967
C: -24.88005 -11.15947 1.44474
C: -24.69425 -10.22655 0.39502
C: -23.50142 -9.53364 0.34818
C: -22.57046 -9.73750 1.36940
C: -21.21554 -9.46197 4.61959
C: -20.20248 -9.43203 5.60298
C: -20.21098 -8.45578 6.59234
C: -21.26194 -7.55565 6.62089
C: -22.22133 -7.48725 5.62170
C: -22.22890 -8.44454 4.63013
H: -18.89550 -10.50246 2.89223
H: -19.97736 -10.62123 1.54109
H: -22.65911 -12.78364 4.53567
H: -21.69525 -11.88702 5.79710
H: -20.61457 -14.92339 3.27376
H: -22.10350 -14.84456 4.17765
H: -19.30403 -15.98758 4.95817
H: -20.82669 -16.86265 4.83049
H: -20.10261 -16.44713 7.22338
H: -21.68494 -15.84815 6.82344
H: -19.41001 -14.31196 7.90016
H: -21.06477 -13.81472 7.61924
H: -18.78075 -13.87088 5.56675
H: -19.52124 -12.37527 6.17378
H: -24.13719 -12.13117 3.16855
H: -25.78523 -11.78694 1.45838
H: -25.43762 -10.09436 -0.36603
H: -23.30604 -8.89722 -0.52624
H: -21.65331 -9.11977 1.35572
H: -19.46050 -10.23984 5.72886
H: -19.41841 -8.38475 7.32818
H: -21.32736 -6.79856 7.40788
H: -23.02554 -6.73228 5.65885
H: -23.00567 -8.48333 3.86725
C: -22.34179 -13.53966 -0.93296
C: -21.25406 -13.39917 0.06106
O: -21.20277 -14.12931 1.13930
O: -20.30410 -12.56280 -0.14264
H: -23.16195 -14.02123 -0.43659
H: -21.99752 -14.19390 -1.74075
H: -22.61361 -12.56449 -1.32453
C: -18.14366 -10.37140 -4.41400
C: -18.36107 -9.94748 -2.96576
Sb: -16.61980 -10.44614 -1.74667
C: -15.90690 -8.33815 -1.43112
C: -14.90777 -7.92665 -2.48175
C: -15.12859 -11.32907 -3.16302
C: -14.95552 -12.82013 -2.95520
H: -18.83507 -9.86100 -5.10980
H: -18.18821 -11.48710 -4.61944
H: -17.12636 -10.10190 -4.72084
H: -19.26161 -10.40190 -2.51308
H: -18.42298 -8.85165 -2.80783
H: -15.40071 -8.39943 -0.48122
H: -16.80724 -7.72432 -1.35909
H: -13.86147 -8.11812 -2.20577
H: -14.91873 -6.82958 -2.66587
H: -15.01011 -8.28041 -3.51394
H: -14.21386 -10.78337 -2.94119
H: -15.46672 -11.02474 -4.17138
H: -14.89955 -13.02930 -1.89156
H: -14.05562 -13.15504 -3.42718
H: -15.82313 -13.40148 -3.30115
N: -11.08647 -6.80996 3.30623
C: -12.07008 -7.41388 3.24295
C: -13.27976 -8.16364 3.09992
C: -14.50109 -7.47445 2.98382
C: -15.63013 -8.19599 2.60388
N: -15.60941 -9.51678 2.39293
C: -14.45197 -10.16084 2.50732
C: -13.26185 -9.55776 2.89272
H: -14.56102 -6.38106 3.10162
H: -16.61176 -7.69872 2.59944
H: -14.51280 -11.23881 2.44721
H: -12.34517 -10.16255 2.98562

---

Entry 4:
A molecular structure, C21H28Br2Cl2NO2PbSi, computed with ωB97M-V/def2-TZVPD.

The net charge is +1. The energy above the lowest of the compared OMol25 structures with the same formula, charge and spin is 0.0 kcal/mol. Its multiplicity is 1. As for the HOMO-LUMO gap: 8.3 eV. The HOMO energy is -11.98 eV. The LUMO energy is -3.631 eV. The value obtained for the total energy is -7572.9403 a.u.

Atoms and positions in Å:
Pb: 1.25103 -1.77906 -2.20970
Cl: -1.76231 -4.87827 3.67214
C: -1.25619 -3.71176 2.51017
C: -0.32283 -2.75209 2.85837
C: 0.06628 -1.79751 1.93012
Cl: 1.25520 -0.63784 2.39678
C: -0.47237 -1.77075 0.64970
O: -0.12208 -0.78974 -0.24197
C: -1.34702 -2.80536 0.28777
C: -1.77542 -3.05051 -1.09686
O: -1.20233 -2.64169 -2.08892
C: -1.76102 -3.74637 1.22380
H: 0.10176 -2.73594 3.85235
H: -2.65456 -3.70260 -1.21300
H: -2.45499 -4.52568 0.93516
Br: 3.54556 0.48894 -3.65762
C: 4.17643 0.04862 -1.92403
C: 5.32164 0.66182 -1.45268
C: 5.75830 0.30942 -0.18605
C: 5.04735 -0.63384 0.54084
C: 3.91733 -1.19023 -0.02397
N: 3.47831 -0.84652 -1.24245
H: 5.84790 1.38198 -2.06097
H: 6.65061 0.76401 0.22309
H: 5.36284 -0.94071 1.52743
H: 3.33581 -1.94222 0.49275
C: -1.22690 0.66961 -2.40212
Si: -1.01283 0.70963 -0.54563
C: -2.70505 0.69637 0.30359
C: -3.30685 2.09667 0.06147
C: -2.66658 0.44036 1.81696
C: -3.65891 -0.31316 -0.35336
C: 0.14260 2.15071 -0.11623
C: 1.57457 1.72661 -0.46810
C: -0.21625 3.34895 -1.01688
C: 0.10204 2.61839 1.34326
H: -1.90744 1.46577 -2.71242
H: -1.65180 -0.27438 -2.74336
H: -0.28775 0.84658 -2.93427
H: -2.77055 2.88132 0.59316
H: -4.33671 2.09975 0.42836
H: -3.34289 2.36084 -0.99812
H: -1.94184 1.07282 2.33208
H: -2.43881 -0.59998 2.05189
H: -3.65116 0.65685 2.24169
H: -3.74741 -0.16036 -1.43031
H: -4.65656 -0.19174 0.07839
H: -3.36505 -1.34694 -0.17176
H: 1.64910 1.38810 -1.50752
H: 1.93791 0.93450 0.18556
H: 2.24566 2.58567 -0.36810
H: -0.11063 3.11680 -2.07772
H: 0.46823 4.17246 -0.79425
H: -1.22854 3.71559 -0.84759
H: 0.32906 1.81942 2.04649
H: -0.86455 3.04246 1.61401
H: 0.84877 3.40565 1.48623
Br: 1.81193 -3.91137 -0.79763

---

Entry 5:
A single C4H5N3S molecule, computed with ωB97M-V/def2-TZVPD.

The energy above the lowest of the compared OMol25 structures with the same formula, charge and spin is 63.6 kcal/mol. Its multiplicity is 1. The structure (SMILES) is S=CC1=CNN=CN1. As for the HOMO-LUMO gap: 6.9 eV. The HOMO energy is -7.40 eV. The LUMO energy is -0.506 eV. The value obtained for the total energy is -717.7923 a.u.

Atoms and positions in Å:
C: 1.99329 0.65603 -0.00861
C: 0.60761 0.22029 -0.09322
C: -0.37071 1.09179 0.00319
C: -1.13898 -1.43334 -0.02677
H: 2.12747 1.69250 0.02248
H: -0.17393 2.18556 0.19351
H: -2.41259 1.43846 -0.23487
H: -1.33734 -2.55990 0.09574
H: 0.95624 -1.82861 0.41691
N: -1.68789 0.70692 -0.09609
N: -2.09612 -0.59536 -0.07207
N: 0.21173 -1.17853 -0.11654
S: 3.32123 -0.39581 -0.08365

---

Entry 6:
A single C2H4N2O2S molecule, computed with ωB97M-V/def2-TZVPD.

The energy above the lowest of the compared OMol25 structures with the same formula, charge and spin is 85.4 kcal/mol. Its multiplicity is 1. As for the HOMO-LUMO gap: 9.9 eV. The HOMO energy is -9.25 eV. The LUMO energy is 0.612 eV. The value obtained for the total energy is -736.6688 a.u.

Atoms and positions in Å:
C: -0.72117 1.10358 -0.27780
C: -0.46155 -1.01873 0.94392
N: -0.16817 1.80229 -1.18194
N: 0.05558 0.13463 0.31292
O: 2.00084 -1.10631 -1.08056
O: 1.14956 1.42629 -1.46232
S: 1.72584 0.21394 -0.51363
H: -1.69701 1.23994 -0.09672
H: 0.43370 -1.70293 1.15923
H: -1.00610 -0.71905 1.94767
H: -1.31151 -1.37364 0.24923

---

Entry 7:
A molecular structure, C13H22BNO2Y, computed with ωB97M-V/def2-TZVPD.

The net charge is -1. The energy above the lowest of the compared OMol25 structures with the same formula, charge and spin is 0.0 kcal/mol. Its multiplicity is 1. As for the HOMO-LUMO gap (spin up / spin down): 5.8 / 4.9 eV. The HOMO energy (spin up / spin down) is -3.04 / -2.09 eV. The LUMO energy (spin up / spin down) is 2.802 / 2.841 eV. The value obtained for the total energy is -776.8433 a.u.

Atoms and positions in Å:
C: -1.21180 0.60756 -1.95329
C: -1.98017 0.94538 -0.78433
C: -2.18155 -0.23161 -0.01862
C: -1.54739 -1.30997 -0.68877
C: -0.96260 -0.81319 -1.89191
Y: 0.42813 0.19003 -0.09255
N: 2.09655 -1.82237 -2.50088
C: 1.11711 2.19172 0.31669
C: 0.08049 2.81342 1.03352
H: -2.89615 -0.32711 0.81033
H: -2.45221 1.91366 -0.58851
H: -1.56410 -2.35885 -0.34967
H: -0.35457 -1.38531 -2.59603
H: -0.90047 1.29213 -2.72473
H: -0.66024 3.47396 0.52109
H: 2.05489 1.82371 0.84304
H: 2.51832 -0.88220 -2.27923
H: 0.20435 3.00074 2.12482
H: 1.27090 2.44715 -0.77817
C: 3.30493 -4.02989 1.73361
C: 1.95590 -3.68864 2.37052
C: 1.37298 -4.98745 2.87982
O: 1.08986 -3.16144 1.36389
B: 1.22330 -1.79996 1.49706
O: 1.79925 -1.33902 2.65480
C: 2.05843 -2.52047 3.41896
C: 1.00181 -2.63439 4.51729
C: 3.40122 -2.33238 4.08570
H: 3.83979 -3.15174 1.34794
H: 3.14531 -4.72525 0.90038
H: 3.94922 -4.54093 2.46162
H: 1.25763 -5.69367 2.05056
H: 2.05521 -5.44896 3.60584
H: 0.39925 -4.86097 3.36218
H: 1.24720 -3.46272 5.19710
H: 0.99912 -1.71358 5.11208
H: -0.00988 -2.79401 4.11856
H: 4.22006 -2.26708 3.36171
H: 3.38444 -1.40668 4.67042
H: 3.61143 -3.16139 4.77312

---

Entry 8:
2 unconnected molecules or ions with the total composition C5H5ClF3N2O, computed with ωB97M-V/def2-TZVPD.

The net charge is +1. Its multiplicity is 1. As for the HOMO-LUMO gap: 9.5 eV. The HOMO energy is -13.52 eV. The LUMO energy is -3.990 eV. The value obtained for the total energy is -1137.7559 a.u.

Atoms and positions in Å:
C: -2.08370 -1.18652 -0.62099
C: -2.59917 -0.21280 0.13798
C: -0.41875 0.05961 0.06622
C: 1.55836 0.97539 0.40793
C: 2.31050 -0.28467 0.14298
N: -1.51893 0.54763 0.62195
N: -0.72655 -1.02929 -0.68044
O: 1.55792 2.07809 -0.23170
F: 1.96429 -1.25885 1.01555
F: 3.62971 0.02969 0.29000
F: 2.13160 -0.65159 -1.14403
Cl: -4.17469 0.19161 0.45983
H: -2.70084 -1.99745 -1.00670
H: 1.43689 1.24687 1.56126
H: -1.71811 1.34193 1.23324
H: -0.13258 -1.76395 -1.06489
H: 1.48404 1.91432 -1.18817